Molecular formula: C61H98I2O16
Method: DFT, ωB97M-V with the def2-TZVPD basis set

Output
Highest occupied orbital energy, eV: -8.0
Total charge: 0

Element x y z (Å)
C 13.41 -4.25 1.32
C 12.86 -3.70 0.00
O 13.56 -3.56 -0.96
O 11.52 -3.42 0.00
C 11.20 -2.13 -0.56
C 9.91 -2.29 -1.41
C 8.83 -1.23 -1.11
C 8.12 -1.40 0.23
C 8.62 -2.14 1.32
C 7.87 -2.25 2.51
C 6.62 -1.63 2.67
C 6.11 -0.90 1.58
C 6.84 -0.80 0.37
C 6.17 -0.02 -0.76
O 6.76 0.74 -1.47
C 4.68 -0.27 -0.88
C 4.04 -0.38 -2.13
C 2.66 -0.64 -2.10
C 1.93 -0.77 -0.90
O 0.59 -1.05 -1.03
C 0.35 -2.47 -0.89
C -1.15 -2.70 -0.66
C -1.59 -2.05 0.68
C -1.60 -4.18 -0.78
C -0.84 -4.99 -1.85
C -1.57 -4.97 0.55
C 2.56 -0.62 0.37
C 1.71 -0.72 1.62
I 1.11 1.27 2.25
C 2.32 -1.65 2.75
C 1.40 -2.90 2.89
I 2.23 -0.69 4.69
C 3.95 -0.36 0.33
C 4.75 -0.21 1.62
O 4.38 0.43 2.57
H 12.63 -4.16 2.09
H 14.29 -3.67 1.60
H 13.61 -5.31 1.17
H 10.97 -1.47 0.29
H 12.02 -1.67 -1.11
H 9.52 -3.31 -1.39
H 10.22 -2.12 -2.46
H 9.23 -0.20 -1.20
H 8.06 -1.33 -1.89
H 9.58 -2.64 1.25
H 8.25 -2.84 3.34
H 6.06 -1.73 3.60
H 4.61 -0.28 -3.04
H 2.15 -0.73 -3.06
H 0.75 -2.96 -1.79
H 0.93 -2.81 -0.02
H -1.68 -2.14 -1.46
H -1.11 -2.56 1.53
H -1.30 -1.01 0.74
H -2.67 -2.14 0.81
H -2.66 -4.15 -1.09
H 0.13 -5.33 -1.47
H -1.42 -5.92 -2.02
H -0.69 -4.44 -2.78
H -0.55 -5.15 0.93
H -2.00 -5.97 0.34
H -2.21 -4.54 1.33
H 0.77 -1.19 1.31
H 3.32 -2.03 2.52
H 0.48 -2.57 3.41
H 1.10 -3.32 1.92
H 1.85 -3.66 3.54
C 16.47 0.90 -1.23
C 15.73 -0.23 -0.55
O 15.36 -0.13 0.60
C 15.49 -1.48 -1.35
H 16.57 1.73 -0.53
H 17.46 0.56 -1.53
H 15.90 1.23 -2.10
H 16.44 -1.92 -1.66
H 14.88 -1.25 -2.22
H 14.96 -2.20 -0.73
C 21.78 1.14 -0.18
C 20.31 0.82 -0.10
O 19.54 1.13 -0.99
C 19.83 0.07 1.12
H 21.98 1.68 -1.11
H 22.06 1.78 0.66
H 22.36 0.23 -0.17
H 20.03 0.66 2.01
H 20.33 -0.89 1.19
H 18.76 -0.10 1.04
C 7.08 0.44 -6.21
C 5.78 -0.26 -5.90
O 5.06 0.13 -5.02
C 5.42 -1.46 -6.74
H 7.21 1.28 -5.53
H 7.92 -0.25 -6.08
H 7.07 0.81 -7.24
H 6.19 -2.23 -6.63
H 5.34 -1.17 -7.79
H 4.47 -1.86 -6.41
C 18.81 1.73 -4.22
C 19.77 2.68 -4.89
O 20.48 2.33 -5.81
C 19.83 4.09 -4.36
H 18.88 0.76 -4.70
H 19.07 1.63 -3.17
H 17.79 2.11 -4.32
H 20.12 4.08 -3.31
H 18.85 4.57 -4.46
H 20.56 4.67 -4.93
C -4.47 2.07 1.24
C -3.28 1.48 0.52
O -3.07 0.29 0.52
C -2.37 2.43 -0.21
H -5.04 1.27 1.71
H -4.12 2.76 2.01
H -5.11 2.59 0.53
H -1.93 3.14 0.50
H -2.92 2.97 -0.98
H -1.56 1.87 -0.68
C -6.36 -1.51 0.67
C -7.51 -0.70 1.21
O -7.33 0.35 1.78
C -8.90 -1.26 1.01
H -5.42 -1.00 0.88
H -6.34 -2.50 1.15
H -6.46 -1.63 -0.41
H -8.98 -2.23 1.51
H -9.11 -1.36 -0.05
H -9.63 -0.58 1.45
C -13.54 -0.75 3.21
C -12.49 0.12 2.56
O -11.82 -0.28 1.63
C -12.31 1.51 3.12
H -13.56 -1.72 2.71
H -13.30 -0.90 4.26
H -14.52 -0.28 3.12
H -12.01 1.45 4.17
H -13.23 2.07 3.02
H -11.52 2.02 2.56
C -18.35 -0.56 3.30
C -17.71 0.13 4.47
O -16.53 -0.03 4.73
C -18.58 1.01 5.32
H -17.61 -1.17 2.78
H -19.16 -1.21 3.65
H -18.75 0.18 2.61
H -19.40 0.43 5.75
H -18.99 1.82 4.71
H -17.99 1.45 6.12
C -21.73 3.10 2.16
C -20.53 2.53 1.45
O -20.31 1.33 1.45
C -19.62 3.49 0.73
H -22.29 2.30 2.63
H -21.40 3.80 2.93
H -22.38 3.62 1.45
H -19.21 4.20 1.44
H -20.18 4.02 -0.05
H -18.81 2.94 0.26
C -15.58 2.36 -2.78
C -16.28 2.43 -1.44
O -17.42 2.83 -1.35
C -15.50 1.98 -0.24
H -16.25 2.71 -3.56
H -14.69 2.99 -2.77
H -15.29 1.33 -2.99
H -14.61 2.60 -0.12
H -15.21 0.94 -0.34
H -16.12 2.09 0.65
C -14.26 5.68 1.52
C -13.07 5.10 0.81
O -12.84 3.91 0.80
C -12.16 6.07 0.09
H -14.83 4.87 1.99
H -13.94 6.38 2.29
H -14.91 6.19 0.81
H -11.74 6.79 0.80
H -12.72 6.61 -0.68
H -11.34 5.53 -0.38